Computed, not measured: C20H17F2MnN4O4 as an isolated structure at a distorted geometry, with ωB97M-V with the def2-TZVPD basis set.

Structure (XYZ):
```
48
Properties=species:S:1:pos:R:3:forces:R:3
Mn 0.26337 -1.74501 -0.42244 0.73 2.33 0.77
O 1.87927 -1.55091 3.44866 -0.01 0.02 0.01
C 1.68147 -1.09161 2.34436 0.34 0.81 0.53
O 1.05147 -1.68671 1.39366 -0.79 -1.09 -1.09
C 2.12257 0.31959 1.98796 -0.04 -0.28 0.10
C 2.64277 0.59239 0.72656 -0.01 -0.01 0.30
C 2.95267 1.88989 0.37706 0.06 0.29 -0.02
C 2.74157 2.90649 1.30036 -0.26 -1.22 0.42
C 2.24537 2.64359 2.57216 0.07 0.24 -0.15
C 1.94037 1.34099 2.91506 0.08 -0.14 -0.20
N 3.03747 4.26539 0.92966 -0.03 0.38 -0.16
O 2.95157 5.11559 1.78936 0.02 0.34 0.20
O 3.33977 4.47939 -0.22454 0.16 0.17 -0.34
H 2.80187 -0.22351 0.03096 -0.03 0.13 -0.02
H 3.33657 2.13969 -0.59784 0.05 0.00 -0.08
H 2.09457 3.46019 3.26316 0.02 -0.01 -0.02
H 1.54807 1.10319 3.89226 -0.01 -0.03 0.07
F 0.78477 -3.59501 -0.64854 -0.28 -1.37 0.49
C 1.71367 -2.76761 -1.33984 0.83 -0.39 -1.33
F 1.56057 -3.12831 -2.64784 0.14 0.46 0.43
H 2.71727 -3.08461 -1.01574 -0.37 0.41 0.06
C -1.32773 0.56479 1.33026 0.09 -0.11 -0.11
C -0.61023 1.01609 0.10146 -0.27 0.63 0.46
C -0.56133 2.29849 -0.41424 -0.09 -0.76 0.39
C 0.15347 2.22969 -1.62144 0.23 -0.75 -0.25
C 0.51317 0.90839 -1.79964 0.05 0.45 -0.44
C 1.23757 0.28019 -2.93844 -0.03 -0.04 0.23
N 0.05797 0.15669 -0.74054 0.15 -0.13 -0.60
H -1.47703 1.41299 1.99346 -0.03 0.00 0.08
H -0.77443 -0.20681 1.86766 -0.07 0.06 0.07
H -2.31063 0.16259 1.07346 -0.15 -0.05 0.11
H -1.00493 3.17959 0.00726 -0.10 0.10 0.24
H 0.36377 3.05169 -2.27534 0.15 0.11 -0.27
H 1.40967 1.01269 -3.71924 0.03 0.04 -0.12
H 0.66187 -0.54871 -3.35464 0.04 -0.07 -0.16
H 2.20047 -0.11671 -2.61944 0.20 -0.09 -0.06
N -7.04943 -2.52101 -0.31254 -0.08 -0.05 -0.02
C -5.90903 -2.46581 -0.42444 -0.85 -0.08 0.08
C -4.50723 -2.35331 -0.54234 1.76 0.19 -0.05
C -3.64533 -2.99561 0.36056 -0.66 0.14 -0.25
C -2.29053 -2.79051 0.24576 0.31 0.17 -0.07
N -1.73593 -1.98571 -0.68264 -1.77 -0.68 0.24
C -2.56653 -1.39801 -1.56794 0.72 0.08 0.06
C -3.93313 -1.55501 -1.54314 -0.38 -0.38 0.43
H -4.03993 -3.62811 1.14316 0.03 0.02 0.00
H -1.60393 -3.26081 0.94406 -0.06 0.02 -0.01
H -2.09973 -0.76691 -2.31314 0.07 0.07 0.08
H -4.55793 -1.06381 -2.27264 0.03 0.08 -0.03
```
Positions in Å, forces in eV/Å.

Output
Gap between HOMO and LUMO (alpha / beta) = 5.6 / 5.5 eV
Multiplicity = 5
Total charge = 0

Atom charges from the Löwdin analysis, given in e for atoms 1 to 8: Mn 0.963; O 0.086; C -0.602; O -0.140; C -0.122; C -0.020; C 0.014; C -0.152